P) Density functional theory data (ωB97M-V with the def2-TZVPD basis set) for a 2-piece molecular cluster, CH5INP overall.

Geometry as XYZ:
```
9
CH5INP (ωB97M-V with the def2-TZVPD basis set)
H 2.122 -0.467 0.084
N 0.429 0.832 -0.519
H -1.318 -0.734 -0.854
C -1.596 -0.446 0.271
H -1.361 -1.045 1.060
I 0.677 0.050 -2.365
H 1.142 0.468 1.591
H -1.931 0.549 0.361
P 1.835 0.793 0.370
```

For the LUMO energy (alpha / beta), the calculation gives -0.0122 / -0.0449 hartree. The frontier orbital gap (alpha / beta) comes out at 8.512 / 7.102 eV.

Q) Density functional theory data (ωB97M-V with the def2-TZVPD basis set) for a 2-piece molecular cluster, CH5INP overall.

Geometry as XYZ:
```
9
CH5INP (ωB97M-V with the def2-TZVPD basis set)
C 0.066 -0.779 -0.706
I 4.012 -0.316 0.167
H 0.815 2.123 0.995
N 0.183 1.572 0.479
H 0.781 -1.412 -0.314
H -0.276 1.144 1.263
H -0.781 -0.904 -0.130
P 0.611 0.931 -0.988
H -0.102 -1.445 -1.563
```

For the LUMO energy (alpha / beta), the calculation gives -0.0534 / -0.0955 hartree. The frontier orbital gap (alpha / beta) comes out at 7.130 / 5.015 eV.

Which of them is most stable? Easy: Q).

P) Density functional theory data (ωB97M-V with the def2-TZVPD basis set) for one molecule with the formula C19H28N2O4S.

Geometry as XYZ:
```
54
C19H28N2O4S (ωB97M-V with the def2-TZVPD basis set)
N -0.274 -2.264 1.115
C 2.075 -2.619 0.373
H 2.473 -3.415 -1.534
H -4.078 6.053 -0.210
H 4.602 -4.807 1.287
H 4.236 -4.578 -0.715
C 0.103 -1.545 2.336
S 0.950 1.377 -1.460
C -2.791 2.591 -2.273
H 2.511 -1.622 0.716
H -3.641 2.333 -2.729
O 0.015 -3.626 -0.935
O -4.198 4.673 -1.767
H 0.990 -0.504 -0.453
C -2.849 4.013 -1.709
H 1.704 0.779 1.453
H -2.357 -0.092 2.424
C 0.703 0.912 0.986
H 2.523 -3.561 2.297
H 5.051 -3.284 -0.961
O 2.145 2.380 -1.082
C 4.241 -3.624 -0.461
H 1.270 -1.526 2.665
H 4.465 -2.993 1.632
C -1.793 0.082 1.723
H -1.629 0.873 -2.478
C 2.813 -2.918 -0.843
H -1.791 5.479 -0.640
H 0.293 4.162 -0.568
C -0.415 3.789 -0.997
H -3.670 6.678 -1.836
H 2.249 -4.728 1.024
H -1.674 -0.645 -0.475
O 1.176 0.852 -2.607
H -5.135 6.315 -1.439
H 3.224 -1.938 -1.291
H -0.370 -1.704 3.093
C -0.494 0.034 1.973
C -1.641 1.887 -2.257
H -2.028 1.273 1.253
C -2.142 -0.946 0.369
H -3.256 -0.750 0.196
H -0.342 0.447 2.924
C -4.168 5.975 -1.191
C 4.030 -3.877 1.047
H -2.053 -2.741 1.634
C -1.635 4.529 -1.274
C -1.588 -2.339 0.939
H -1.646 -2.914 -0.160
H 0.318 1.743 1.150
C -0.277 2.568 -1.472
N 0.468 0.332 -0.457
C 0.703 -2.807 0.307
C 2.603 -3.760 1.360
```

For the LUMO energy, the calculation gives 0.0085 hartree. The frontier orbital gap comes out at 8.652 eV. Its SMILES is COc1ccc(S(=O)(=O)NC[C@H]2CCCN(C(=O)C3CCCC3)C2)cc1.

Q) Density functional theory data (ωB97M-V with the def2-TZVPD basis set) for C19H28N2O4S as an isolated structure.

Geometry as XYZ:
```
54
C19H28N2O4S (ωB97M-V with the def2-TZVPD basis set)
O -2.441 0.765 -2.796
O -3.284 -2.560 0.075
S -3.056 0.051 -1.670
C -2.065 -2.188 0.025
H -3.042 -4.448 0.499
H 5.690 1.404 -2.145
C 5.625 1.739 -1.169
H -0.375 0.083 -1.897
H -3.156 3.522 1.117
C -3.997 2.883 0.594
O 3.172 -2.243 0.432
H 4.527 1.727 1.559
H 4.243 -0.070 1.388
C 0.568 -1.301 -0.735
C 3.100 -1.355 -0.652
C -0.491 -0.643 -1.325
N -3.849 0.823 -0.537
H -5.154 -0.504 -0.375
H -3.214 -3.499 1.974
N 1.924 -0.813 -0.954
C 4.312 -0.753 -1.086
C 0.416 -2.431 0.221
C 4.912 0.843 0.892
C -1.845 -1.173 -0.734
H -5.624 3.290 1.693
H 6.731 1.111 1.956
H 1.230 -3.092 0.558
H 7.586 1.650 -0.291
H 5.212 -1.124 -0.926
C -4.944 0.326 0.403
H 3.486 1.465 -0.705
H -2.404 2.188 -0.742
C 6.826 1.221 -0.649
C -5.701 1.220 0.933
H -1.172 -3.498 1.102
O -4.070 -1.047 -1.956
H -4.279 3.288 -0.261
H 5.381 2.606 -0.824
H -2.299 1.286 0.918
H 6.560 -0.413 1.125
C -3.060 1.639 0.107
C -3.568 -3.544 1.051
H -6.511 0.916 1.386
C -0.977 -2.567 0.548
C 6.210 0.625 1.109
H -4.658 2.037 2.439
H 7.373 0.268 -0.988
C -5.127 2.461 1.729
H 4.102 -0.532 -2.345
H -4.546 -3.521 0.929
C 4.378 0.756 -0.440
H 1.896 -0.286 -1.699
H -6.256 1.771 -0.144
H -4.294 -0.360 1.282
```

For the LUMO energy, the calculation gives 0.0178 hartree. The frontier orbital gap comes out at 9.006 eV.

Which of them is most stable? Easy: Q).

P) Density functional theory data (ωB97M-V with the def2-TZVPD basis set) for C2H4O3 as an isolated structure.

Geometry as XYZ:
```
9
C2H4O3 (ωB97M-V with the def2-TZVPD basis set)
H 1.933 0.509 -0.742
O -1.147 -0.893 -0.190
C 0.050 0.383 0.132
H -2.820 0.161 0.314
H 1.481 -1.005 -0.538
H 1.980 -0.010 0.893
C 1.396 -0.093 -0.076
O -2.447 -0.410 -0.430
O -0.426 1.358 0.637
```

For the LUMO energy, the calculation gives 0.0193 hartree. The frontier orbital gap comes out at 10.094 eV.

Q) Density functional theory data (ωB97M-V with the def2-TZVPD basis set) for one molecule with the formula C2H4O3.

Geometry as XYZ:
```
9
C2H4O3 (ωB97M-V with the def2-TZVPD basis set)
O -0.794 -0.678 1.213
C 0.507 0.230 -0.676
H 0.606 -0.012 -1.795
H 1.634 -0.379 0.954
H 0.515 1.437 -0.452
O -1.677 0.416 -0.457
O 1.729 -0.492 -0.179
H -1.782 -0.517 1.365
C -0.737 -0.004 0.028
```

For the LUMO energy, the calculation gives 0.0181 hartree. The frontier orbital gap comes out at 10.994 eV. Its SMILES is O=C(O)CO.

R) Density functional theory data (ωB97M-V with the def2-TZVPD basis set) for a 2-piece molecular cluster, C2H4O3 overall.

Geometry as XYZ:
```
9
C2H4O3 (ωB97M-V with the def2-TZVPD basis set)
H -2.838 -0.579 -0.577
H 1.688 0.165 1.162
O -2.321 -0.591 0.243
H 2.122 0.689 -0.480
O -1.069 -1.018 -0.136
H 1.456 -0.956 -0.188
C 0.091 0.620 -0.041
C 1.423 0.089 0.105
O -0.551 1.581 -0.088
```

For the LUMO energy, the calculation gives 0.0211 hartree. The frontier orbital gap comes out at 9.202 eV.

S) Density functional theory data (ωB97M-V with the def2-TZVPD basis set) for C2H4O3 as an isolated structure.

Geometry as XYZ:
```
9
C2H4O3 (ωB97M-V with the def2-TZVPD basis set)
C -1.988 0.386 0.328
O 2.106 -0.248 -0.012
H 1.441 -2.238 -0.198
O 1.001 0.730 -0.765
H 1.270 1.615 -0.526
C 2.017 -1.421 0.201
O -1.455 -0.591 -0.051
H -1.881 0.717 1.386
H -2.510 1.050 -0.362
```

For the LUMO energy (alpha / beta), the calculation gives 0.0052 / 0.0035 hartree. The frontier orbital gap (alpha / beta) comes out at 8.803 / 9.292 eV.

Which of them is most stable? Easy: Q).

P) Density functional theory data (ωB97M-V with the def2-TZVPD basis set) for one molecule with the formula CH2NOP.

Geometry as XYZ:
```
6
CH2NOP (ωB97M-V with the def2-TZVPD basis set)
H 0.501 0.366 0.873
C -0.304 -1.884 0.528
N -2.129 0.588 0.433
O -0.743 -2.565 1.296
H -0.452 -0.102 -1.179
P -0.741 0.207 0.080
```

For the LUMO energy (alpha / beta), the calculation gives -0.0357 / -0.0357 hartree. The frontier orbital gap (alpha / beta) comes out at 8.161 / 8.161 eV.

Q) Density functional theory data (ωB97M-V with the def2-TZVPD basis set) for one molecule with the formula CH2NOP.

Geometry as XYZ:
```
6
CH2NOP (ωB97M-V with the def2-TZVPD basis set)
O 0.347 -0.595 -2.082
H 2.172 0.348 -1.658
H -1.558 1.028 -0.214
C 1.116 -0.031 -1.337
N 0.829 0.252 -0.037
P -0.619 0.178 0.622
```

For the LUMO energy, the calculation gives -0.0678 hartree. The frontier orbital gap comes out at 8.050 eV. Its SMILES is [H]/P=N\C=O.

Which of them is most stable? Easy: Q).

P) Density functional theory data (ωB97M-V with the def2-TZVPD basis set) for one molecule with the formula C3H10N2O.

Geometry as XYZ:
```
16
C3H10N2O (ωB97M-V with the def2-TZVPD basis set)
H -0.879 -0.708 -2.683
H 1.059 0.841 0.202
C 0.697 -0.768 1.614
H 0.975 -1.809 1.476
H 1.708 0.536 2.828
C -0.978 -0.224 -1.711
H -0.608 0.506 0.808
N -1.157 1.220 -1.737
N 0.212 -0.657 -0.866
H -1.844 -0.580 -1.097
O 1.866 -0.224 2.278
H 1.035 -0.798 -1.424
C 0.284 0.049 0.381
H -0.441 1.857 -1.420
H -0.050 -0.702 2.408
H -1.877 1.462 -1.059
```

For the LUMO energy, the calculation gives 0.0307 hartree. The frontier orbital gap comes out at 9.358 eV. Its SMILES is NCNCCO.

Q) Density functional theory data (ωB97M-V with the def2-TZVPD basis set) for a 2-piece molecular cluster, C3H10N2O overall.

Geometry as XYZ:
```
16
C3H10N2O (ωB97M-V with the def2-TZVPD basis set)
N 0.955 0.180 0.721
H 0.420 2.763 -1.471
H 0.044 0.121 1.174
C 0.637 0.882 -0.517
H 0.098 -1.502 -2.556
C 0.247 0.223 -1.581
O -2.148 -2.925 2.536
H 0.138 0.862 -2.451
N -0.072 -1.126 -1.641
H 1.414 2.843 0.019
H -0.352 2.620 0.082
H -1.860 -2.755 3.437
H -1.830 -3.806 2.326
H 1.504 0.850 1.216
H 0.250 -1.625 -0.824
C 0.554 2.395 -0.471
```

For the LUMO energy, the calculation gives 0.0333 hartree. The frontier orbital gap comes out at 8.453 eV. Its SMILES is C/C(N)=C/N.O.

Which of them is most stable? Easy: Q).

P) Density functional theory data (ωB97M-V with the def2-TZVPD basis set) for a 2-piece molecular cluster, C3H10N2O overall.

Geometry as XYZ:
```
16
C3H10N2O (ωB97M-V with the def2-TZVPD basis set)
H 0.778 2.380 -0.261
H 0.133 1.443 -1.674
C -0.814 1.091 0.294
H 0.627 -1.829 -2.311
H -1.762 1.653 0.275
C 0.314 1.455 -0.611
H -0.519 -2.002 1.166
H 1.017 -1.140 2.443
H -1.143 -0.545 -0.814
H -0.421 1.195 1.328
H 1.110 0.738 -0.405
N 0.753 -0.495 1.666
C -0.003 -1.121 0.758
N -1.082 -0.352 0.192
H 0.591 -1.499 -0.181
O 0.421 -0.974 -1.862
```

For the LUMO energy, the calculation gives -0.0932 hartree. The frontier orbital gap comes out at 6.938 eV.

Q) Density functional theory data (ωB97M-V with the def2-TZVPD basis set) for one molecule with the formula C3H10N2O.

Geometry as XYZ:
```
16
C3H10N2O (ωB97M-V with the def2-TZVPD basis set)
N 0.730 0.061 0.195
C -1.432 1.104 -0.365
H 0.760 0.695 0.990
H 1.367 -1.521 1.443
H -0.908 -0.932 -0.751
H -1.108 -0.556 0.924
O 2.893 -0.789 0.494
H 1.355 -1.812 -0.399
H -3.483 1.365 -0.199
H -1.416 1.815 0.467
C -0.714 -0.141 -0.020
H -1.057 1.643 -1.237
N -2.853 0.791 -0.743
C 1.479 -1.120 0.429
H -3.025 1.150 -1.658
H 3.063 -0.337 -0.345
```

For the LUMO energy, the calculation gives 0.0364 hartree. The frontier orbital gap comes out at 10.190 eV. Its SMILES is NCCNCO.

R) Density functional theory data (ωB97M-V with the def2-TZVPD basis set) for C3H10N2O as an isolated structure.

Geometry as XYZ:
```
16
C3H10N2O (ωB97M-V with the def2-TZVPD basis set)
C 2.155 -0.428 0.097
H -1.763 2.131 -0.843
H 0.453 -0.677 -2.706
O -1.409 -0.351 0.331
N 1.158 -0.960 -2.022
H 2.751 -1.334 -0.035
H 0.224 0.478 -0.717
C -1.311 1.392 -0.166
H -1.994 1.682 0.645
C 1.062 -0.345 -0.919
H -1.068 -1.558 1.886
H 1.734 -0.477 1.103
H 2.826 0.431 0.034
H -2.618 -1.248 1.601
N -1.698 -0.807 1.602
H -0.500 2.073 0.107
```

For the LUMO energy, the calculation gives -0.0110 hartree. The frontier orbital gap comes out at 8.769 eV.

S) Density functional theory data (ωB97M-V with the def2-TZVPD basis set) for one molecule with the formula C3H10N2O.

Geometry as XYZ:
```
16
C3H10N2O (ωB97M-V with the def2-TZVPD basis set)
O -1.088 -3.029 0.598
H -0.529 1.628 0.498
C 0.545 0.063 -0.319
H -2.143 -1.774 -0.541
H 1.326 3.201 0.270
H -0.205 -2.909 0.733
H -0.582 -2.055 -1.118
H 1.378 -0.368 0.358
C 0.356 1.554 -0.216
N -0.754 -0.466 0.160
H -1.271 -0.029 0.964
C -1.132 -1.749 -0.190
H -0.052 1.978 -1.097
H 0.697 -0.182 -1.358
H 1.862 1.887 1.118
N 1.593 2.249 0.138
```

For the LUMO energy, the calculation gives 0.0347 hartree. The frontier orbital gap comes out at 10.026 eV. Its SMILES is NCCNCO.

Which of them is most stable? Easy: Q).

P) Density functional theory data (ωB97M-V with the def2-TZVPD basis set) for a 2-piece molecular cluster, C3H10N2O overall.

Geometry as XYZ:
```
16
C3H10N2O (ωB97M-V with the def2-TZVPD basis set)
O -0.713 -2.819 -0.482
N -0.870 0.979 0.032
H 0.180 -2.346 -2.198
N 1.497 -2.292 -0.698
H -0.712 0.612 2.117
H 0.221 -0.475 1.088
C 0.294 -2.564 -1.138
H 0.867 1.079 1.443
H -1.650 2.646 -0.761
H -0.272 0.955 -0.745
H -1.453 2.901 1.042
C -0.086 0.518 1.239
H 1.572 -2.243 0.333
H 2.352 -2.522 -1.224
C -1.048 2.460 0.079
H -0.179 3.110 -0.126
```

For the LUMO energy, the calculation gives 0.0305 hartree. The frontier orbital gap comes out at 9.973 eV. Its SMILES is NC=O.CNC.

Q) Density functional theory data (ωB97M-V with the def2-TZVPD basis set) for one molecule with the formula C3H10N2O.

Geometry as XYZ:
```
16
C3H10N2O (ωB97M-V with the def2-TZVPD basis set)
H 2.500 -0.286 -0.339
H -2.217 0.721 -0.074
N -1.312 2.353 1.083
H 2.698 -2.150 -1.031
H -1.457 2.795 0.167
C -1.378 0.895 0.669
H 0.107 1.071 -0.712
N 2.026 -1.391 -0.289
C -0.077 0.375 0.114
H -1.154 -1.140 -0.962
H -0.280 -1.716 0.469
C -0.148 -0.979 -0.362
H 0.653 0.531 0.948
O 0.956 -1.385 -1.213
H -1.586 0.276 1.596
H -2.286 2.497 1.554
```

For the LUMO energy, the calculation gives 0.0354 hartree. The frontier orbital gap comes out at 10.380 eV. Its SMILES is NCCCON.

R) Density functional theory data (ωB97M-V with the def2-TZVPD basis set) for a 2-piece molecular cluster, C3H10N2O overall.

Geometry as XYZ:
```
16
C3H10N2O (ωB97M-V with the def2-TZVPD basis set)
C 0.098 0.197 -1.133
H -0.792 2.675 -0.714
N 0.938 -0.907 -1.417
H -1.451 -2.131 1.095
H -1.422 2.125 0.814
H -0.872 0.240 -1.606
H -1.292 -3.186 0.122
N 0.852 0.330 1.176
C 0.240 0.894 0.014
H 1.396 -1.297 -0.619
C -0.451 2.239 0.199
H 1.745 0.703 1.493
H 0.032 3.001 0.808
H 0.945 -1.379 -2.299
H 0.843 -0.677 1.188
O -0.808 -2.825 0.879
```

For the LUMO energy, the calculation gives 0.0283 hartree. The frontier orbital gap comes out at 7.917 eV. Its SMILES is C/C(N)=C/N.O.

Which of them is most stable? Easy: P).

P) Density functional theory data (ωB97M-V with the def2-TZVPD basis set) for a 2-piece molecular cluster, C3H10N2O overall.

Geometry as XYZ:
```
16
C3H10N2O (ωB97M-V with the def2-TZVPD basis set)
H -1.014 -0.462 -1.426
H -3.672 -0.510 1.857
N 1.353 0.548 -1.709
H 2.893 0.599 0.939
H 2.307 0.779 -1.923
O -3.075 -1.183 1.523
H 0.016 -0.220 1.283
C 1.093 0.525 -0.304
H -0.806 -1.775 -0.714
H -2.434 -0.734 0.936
N -1.005 -0.801 -0.466
H 2.627 1.959 -0.068
C 0.158 -0.277 0.203
H 0.641 0.993 -2.275
H 1.600 1.813 1.339
C 2.096 1.243 0.570
```

For the LUMO energy, the calculation gives 0.0308 hartree. The frontier orbital gap comes out at 9.191 eV. Its SMILES is C/C(N)=C/N.O.

Q) Density functional theory data (ωB97M-V with the def2-TZVPD basis set) for one molecule with the formula C3H10N2O.

Geometry as XYZ:
```
16
C3H10N2O (ωB97M-V with the def2-TZVPD basis set)
H 1.274 1.260 0.634
H -0.041 -1.206 0.674
H -0.151 -0.920 3.088
H -1.309 -0.096 1.094
H -0.402 1.702 0.211
O -0.228 -1.453 -1.812
H -0.038 -0.048 -3.097
H -1.257 0.434 -1.944
C -0.274 -0.045 -2.019
N 0.647 0.700 -1.212
C -0.214 -0.223 1.131
C 0.320 0.891 0.223
H 1.596 0.360 -1.288
H 0.387 0.644 2.831
H -0.651 -1.701 -0.992
N 0.339 -0.300 2.476
```

For the LUMO energy, the calculation gives 0.0356 hartree. The frontier orbital gap comes out at 10.119 eV. Its SMILES is NCCNCO.

R) Density functional theory data (ωB97M-V with the def2-TZVPD basis set) for a 2-piece molecular cluster, C3H10N2O overall.

Geometry as XYZ:
```
16
C3H10N2O (ωB97M-V with the def2-TZVPD basis set)
H 1.837 0.875 1.489
C -1.152 -0.749 0.236
H -2.776 -0.597 1.499
H -3.203 -1.123 -0.020
H -1.280 0.134 -0.550
H 3.088 0.362 0.324
O -0.322 -0.417 1.175
C 0.538 0.567 -1.340
N 1.290 1.102 -0.467
C 2.016 0.377 0.549
H 0.013 1.201 -2.033
H 1.254 2.108 -0.379
H 0.368 -0.492 -1.356
N -2.489 -1.113 0.683
H 1.630 -0.630 0.604
H -0.811 -1.605 -0.415
```

For the LUMO energy, the calculation gives -0.0002 hartree. The frontier orbital gap comes out at 7.080 eV.

Which of them is most stable? Easy: P).